Computed, not measured: a molecular structure, C47H38AsN3O14SW, with the ωB97M-V functional and the def2-TZVPD basis.

Geometry as ORCA input:
```
! wB97M-V def2-TZVPD RIJCOSX def2/J DEFGRID3
* xyz -2 3
W 0.0923 -1.8035 1.1079
O 0.0620 0.8262 4.1204
As 0.9486 -0.7267 4.1235
O 1.0435 -1.2263 5.6755
O -0.0620 -1.6757 3.1357
C 2.6692 -0.0184 3.5143
C 3.0963 1.0367 4.3132
C 4.3184 1.6531 4.0846
C 5.1411 1.2001 3.0612
C 4.7445 0.1200 2.2928
C 3.5117 -0.4786 2.5055
S 3.1622 -2.0590 1.7398
O 4.4285 -2.6705 1.4257
O 2.4209 -2.6521 2.8277
O 2.2634 -1.9431 0.5337
H -0.7145 0.6832 4.6754
H 2.4565 1.3814 5.1160
H 4.6278 2.4806 4.7114
H 6.0998 1.6695 2.8782
H 5.3973 -0.2909 1.5357
C -0.8785 2.6711 -3.6993
C 0.3910 2.3406 -2.9231
C 1.5608 3.2228 -3.3295
O 0.1517 2.5006 -1.5392
C 0.0726 1.2281 -0.8986
C 0.6230 0.2460 -1.9262
O 0.7518 0.9849 -3.1340
C -0.3031 -0.9833 -2.0097
O -0.6163 -1.2196 -0.6831
C -1.5916 -0.6265 -2.7573
C -2.7529 -0.3286 -2.0535
C -3.9164 0.0304 -2.7222
C -3.9350 0.0871 -4.1077
C -2.7831 -0.2240 -4.8188
C -1.6232 -0.5780 -4.1493
C 0.3489 -2.1743 -2.7017
C -0.2902 -3.4086 -2.6130
C 0.2388 -4.5223 -3.2406
C 1.4100 -4.4145 -3.9805
C 2.0440 -3.1872 -4.0844
C 1.5148 -2.0701 -3.4482
C 0.8459 1.3108 0.4533
O 0.8730 0.0782 1.1583
C 0.1632 2.3625 1.3519
C 0.9023 2.9939 2.3475
C 0.3268 3.9117 3.2075
C -1.0218 4.2149 3.1010
C -1.7755 3.5944 2.1187
C -1.1854 2.6862 1.2489
C 2.2637 1.7881 0.0558
C 3.2420 0.8769 -0.3276
C 4.4754 1.2944 -0.8120
C 4.7733 2.6431 -0.9045
C 3.8089 3.5681 -0.5309
C 2.5682 3.1452 -0.0785
H -1.1116 3.7311 -3.5826
H -1.7103 2.0799 -3.3183
H -0.7435 2.4470 -4.7581
H 1.3550 4.2620 -3.0690
H 1.7203 3.1491 -4.4067
H 2.4586 2.8948 -2.8079
H -0.9649 0.9845 -0.6853
H 1.6023 -0.1262 -1.6323
H -2.7335 -0.3888 -0.9731
H -4.8101 0.2550 -2.1520
H -4.8427 0.3617 -4.6323
H -2.7891 -0.1914 -5.9023
H -0.7286 -0.8202 -4.7083
H -1.1885 -3.4952 -2.0156
H -0.2561 -5.4796 -3.1334
H 1.8312 -5.2883 -4.4638
H 2.9616 -3.0945 -4.6539
H 2.0183 -1.1155 -3.5426
H 1.9501 2.7572 2.4550
H 0.9320 4.3713 3.9806
H -1.4831 4.9212 3.7816
H -2.8342 3.8038 2.0261
H -1.8067 2.2328 0.4904
H 3.0406 -0.1802 -0.2379
H 5.2083 0.5491 -1.0985
H 5.7407 2.9714 -1.2669
H 4.0109 4.6301 -0.6126
H 1.8201 3.8866 0.1572
O 0.1587 -3.4840 0.1296
N 0.3503 -3.8893 1.4297
C -0.5452 -4.8355 1.8296
C -1.4639 -5.4158 0.9328
N -2.2191 -5.9109 0.2088
C -0.5141 -5.3184 3.1527
N -0.5225 -5.7805 4.2117
O -3.8364 1.1104 2.1498
C -4.5543 0.0095 1.8733
C -5.9425 0.0997 1.9416
C -6.7255 -1.0058 1.6631
C -6.1470 -2.2234 1.3142
C -4.7721 -2.3234 1.2474
C -3.9623 -1.2179 1.5221
C -2.5061 -1.3458 1.4247
O -1.9702 -2.4659 1.2012
O -1.7400 -0.3446 1.5371
H -2.8815 0.8870 2.0339
H -6.3819 1.0502 2.2152
H -7.8042 -0.9174 1.7182
H -6.7674 -3.0831 1.0980
H -4.2843 -3.2524 0.9802
*
```

Orbital gap (alpha / beta): 6.0561 / 8.0348 eV



Computed, not measured: a molecular structure, C47H38F3HgN6O4P2S2, with the ωB97M-V functional and the def2-TZVPD basis.

Geometry as ORCA input:
```
! wB97M-V def2-TZVPD RIJCOSX def2/J DEFGRID3
* xyz -2 2
Hg -1.3104 -0.5229 0.0445
C 1.4755 -2.1720 -2.9537
P 2.0005 -0.4180 -3.2937
C 3.7227 -0.6100 -3.7829
C 4.7321 -0.6751 -2.7868
C 6.0686 -0.6544 -3.1321
C 6.4671 -0.5002 -4.4423
C 5.5054 -0.5251 -5.4267
C 4.1370 -0.6662 -5.1264
C 1.0481 -0.1074 -4.8442
C 1.2618 1.1409 -5.4848
C 0.2488 1.7056 -6.2672
C -0.9627 1.0877 -6.4393
C -1.1309 -0.1649 -5.8593
C -0.1455 -0.7677 -5.1249
C 1.6728 -2.6381 -1.5391
C 1.8035 -3.9764 -1.0588
C 2.0101 -3.8661 0.3092
C 1.9748 -2.4600 0.6119
C 2.4419 -1.7856 1.8476
P 1.2754 -0.3847 2.3238
C 2.0826 1.0959 1.5414
C 1.9868 2.3823 2.1322
C 2.4096 3.4833 1.3992
C 2.9305 3.3788 0.1212
C 3.1547 2.1142 -0.4032
C 2.7264 0.9896 0.2990
C 1.8519 -0.2136 4.0438
C 1.1384 -0.7481 5.1458
C 1.6782 -0.5905 6.4296
C 2.8262 0.2097 6.6029
C 3.5573 0.6700 5.5197
C 3.0854 0.4038 4.2370
N 1.7448 -1.7680 -0.5382
H 1.9499 -2.8595 -3.6644
H 0.3908 -2.2228 -3.1445
H 4.4221 -0.7390 -1.7411
H 6.7780 -0.7846 -2.3033
H 7.5501 -0.3893 -4.6170
H 5.7186 -0.3912 -6.4944
H 3.4000 -0.7040 -5.9342
H 2.2251 1.6321 -5.3595
H 0.4631 2.6807 -6.7208
H -1.7935 1.5814 -6.9307
H -2.0624 -0.7336 -5.9616
H -0.3803 -1.7271 -4.6925
H 1.7162 -4.8898 -1.6518
H 2.1733 -4.6651 0.9984
H 3.4741 -1.4713 1.6330
H 2.4419 -2.5270 2.6873
H 1.5841 2.5208 3.1476
H 2.3415 4.4910 1.8174
H 3.1849 4.2458 -0.4775
H 3.6920 2.0196 -1.3310
H 2.8420 -0.0387 -0.1508
H 0.1890 -1.2761 4.9878
H 1.2155 -1.0015 7.2875
H 3.2126 0.3600 7.6151
H 4.4627 1.2421 5.6911
H 3.7002 0.6240 3.3502
O -4.2038 0.1476 -5.2161
C -4.0091 1.3696 -4.7809
O -4.4268 2.4107 -5.2687
C -3.1866 1.4883 -3.5695
C -2.9350 2.6674 -2.8557
N -2.0552 2.4286 -1.8391
N -1.7729 1.0636 -1.7911
C -2.4964 0.5030 -2.7785
C -2.4071 -1.0064 -2.8880
O -3.0571 -1.5469 -3.8219
O -1.6531 -1.6433 -2.1192
H -3.7977 -0.6497 -4.5779
H -3.2854 3.6444 -3.1014
H -1.7077 3.0725 -1.1029
F -6.5598 -2.5480 0.7208
C -6.1880 -2.8364 2.0196
F -6.6240 -1.8056 2.8332
F -6.8954 -3.9564 2.4408
C -4.7051 -3.1654 2.1430
C -4.2869 -4.3439 2.7543
C -2.9246 -4.4900 3.0141
C -1.9882 -3.5282 2.6161
N -2.3326 -2.4350 1.9448
C -3.6219 -2.2291 1.7135
S -4.0057 -0.7135 0.9031
H -5.0308 -5.0986 3.0221
H -2.5825 -5.3636 3.5170
H -0.9365 -3.6894 2.7753
N -3.9236 3.5813 6.1823
C -3.6596 4.2101 5.0108
S -4.0945 5.7672 4.6173
C -2.9500 3.2676 4.0599
C -2.9787 1.8502 4.1457
C -2.0836 1.1279 3.3745
N -1.2612 1.6311 2.4639
C -1.3218 2.9791 2.2997
C -2.1247 3.8029 3.0263
H -4.3075 4.1167 6.9474
H -3.3487 2.7804 6.4163
H -3.7500 1.3941 4.7668
H -2.0000 0.0591 3.4648
H -0.6684 3.3812 1.5034
H -2.2127 4.8809 2.8684
*
```

Orbital gap (alpha / beta): 3.8662 / 4.1889 eV



Computed, not measured: a molecular structure, C47H38N4O4P2RuS4, with the ωB97M-V functional and the def2-TZVPD basis.

Geometry as ORCA input:
```
! wB97M-V def2-TZVPD RIJCOSX def2/J DEFGRID3
* xyz 0 5
Ru -0.3904 0.0024 0.3725
S 0.6513 -0.9466 2.3417
S 1.4412 0.3792 3.6750
S 3.3855 0.1917 3.8268
S 3.8330 -0.0562 0.5873
C -7.9858 0.0229 -0.0707
C -6.5940 0.1434 0.5443
C -6.7283 0.4406 2.0541
C -5.7823 1.2664 -0.0846
C -6.3063 2.3727 -0.7396
C -5.4772 3.3869 -1.1976
C -4.1021 3.3109 -1.0360
C -3.5468 2.2042 -0.4048
P -1.7748 1.9755 0.0493
C -1.0816 3.2837 -1.0242
C -0.4986 4.4613 -0.5718
C -0.0865 5.4251 -1.4838
C -0.2328 5.2089 -2.8449
C -0.7651 4.0110 -3.3051
C -1.1888 3.0559 -2.3980
C -1.9342 2.7226 1.7137
C -2.4699 3.9986 1.8881
C -2.6958 4.4890 3.1625
C -2.3948 3.7137 4.2743
C -1.8632 2.4457 4.1077
C -1.6468 1.9475 2.8318
C -4.4049 1.2228 0.0745
O -3.7866 0.1732 0.6937
C -4.3930 -1.0377 0.5108
C -3.5520 -2.1349 0.4004
C -4.1277 -3.3890 0.2144
C -5.4992 -3.5133 0.1022
C -6.3164 -2.3922 0.1747
C -5.7784 -1.1338 0.3904
P -1.7204 -1.9146 0.2906
C -1.1833 -3.2714 1.3829
C -0.0306 -4.0031 1.1060
C 0.3711 -5.0176 1.9607
C -0.3617 -5.2898 3.1060
C -1.4799 -4.5295 3.4143
C -1.8901 -3.5209 2.5584
C -1.6145 -2.5803 -1.4159
C -1.5308 -3.9323 -1.7394
C -1.5476 -4.3305 -3.0698
C -1.6731 -3.3883 -4.0804
C -1.7658 -2.0395 -3.7638
C -1.7283 -1.6376 -2.4379
H -8.5438 0.9481 0.0658
H -8.5510 -0.7690 0.4194
H -7.9250 -0.1975 -1.1374
H -7.2978 1.3583 2.2094
H -5.7471 0.5609 2.5154
H -7.2411 -0.3855 2.5498
H -7.3733 2.4607 -0.8909
H -5.9097 4.2562 -1.6757
H -3.4693 4.1000 -1.4177
H -0.3599 4.6288 0.4890
H 0.3475 6.3498 -1.1251
H 0.0853 5.9670 -3.5490
H -0.8477 3.8225 -4.3675
H -1.6045 2.1170 -2.7449
H -2.7270 4.6052 1.0296
H -3.1254 5.4756 3.2819
H -2.5838 4.0942 5.2697
H -1.6216 1.8350 4.9680
H -1.2648 0.9421 2.6973
H -3.4929 -4.2616 0.1424
H -5.9425 -4.4868 -0.0611
H -7.3842 -2.5128 0.0562
H 0.5489 -3.7719 0.2219
H 1.2579 -5.5955 1.7353
H -0.0484 -6.0864 3.7683
H -2.0308 -4.7276 4.3245
H -2.7615 -2.9229 2.7942
H -1.4358 -4.6724 -0.9567
H -1.4586 -5.3820 -3.3114
H -1.6992 -3.7043 -5.1152
H -1.8628 -1.3049 -4.5524
H -1.7706 -0.5850 -2.1797
O 1.4191 2.9249 2.0073
C 1.6205 2.5910 0.8611
C 2.5986 3.2650 -0.1040
C 2.3514 2.5796 -1.4461
C 1.2982 1.5437 -1.1124
O 0.7188 0.7895 -1.8893
N 0.9812 1.5686 0.2008
H 3.6096 3.1118 0.2748
H 2.4064 4.3364 -0.1259
H 3.2343 2.0822 -1.8504
H 1.9665 3.2525 -2.2136
N 1.4927 -2.9318 -2.4407
C 2.0137 -2.1571 -1.4649
O 1.3009 -1.5602 -0.6554
C 3.4879 -2.1225 -1.4492
C 4.2194 -2.9464 -2.3418
N 4.7590 -3.6390 -3.0888
C 4.1608 -1.2764 -0.6370
N 5.2308 -0.6789 -0.2265
H 2.0971 -3.3898 -3.1014
H 0.5028 -2.9073 -2.6142
*
```

Orbital gap (alpha / beta): 7.3587 / 5.6886 eV



| no. | strongest force on any atom (eV Å⁻¹) |
| --- | --- |
| 1 | 2.56 |
| 2 | 2.91 |
| 3 | 1.50 |